Record 1
DFT (ωB97M-V with the def2-TZVPD basis set) results for a single C16H20N4O4S2 molecule.

XYZ file:
```
46
C16H20N4O4S2 ωB97M-V with the def2-TZVPD basis set
S -0.556 -0.823 -0.255
S 5.948 -0.823 1.187
O 6.435 -1.859 2.050
O 2.516 -2.756 -0.497
O 6.334 0.528 1.496
O -5.672 1.086 3.315
N -0.906 0.387 -2.656
N 2.646 -0.560 -0.981
N -1.774 1.206 -3.268
N -2.502 0.872 -1.224
C 4.135 -0.878 1.009
C 2.084 0.679 -1.472
C 1.988 -1.738 -0.908
C -5.519 0.972 0.886
C -1.335 0.188 -1.435
C 0.540 -1.782 -1.362
C 5.004 -1.348 -1.224
C -2.756 0.983 1.192
C -4.697 0.916 -0.225
C -7.079 1.082 3.251
C -2.717 1.490 -2.427
C -3.317 0.921 -0.081
C 4.002 -0.473 -0.449
C -3.573 1.034 2.298
C -4.964 1.030 2.162
C 6.357 -1.162 -0.568
H 1.233 0.507 -2.126
H -7.459 1.950 2.704
H -7.457 0.165 2.790
H -6.587 0.963 0.742
H 4.680 -2.387 -1.148
H -1.684 0.998 1.310
H 3.688 -0.175 1.703
H -3.545 2.138 -2.624
H 0.391 -1.393 -2.368
H 5.019 -1.066 -2.277
H -3.156 1.082 3.291
H 6.989 -2.041 -0.613
H 4.315 0.572 -0.531
H -7.419 1.132 4.284
H 6.889 -0.288 -0.933
H 1.767 1.315 -0.641
H 0.215 -2.821 -1.303
H 3.792 -1.892 1.187
H 2.842 1.211 -2.047
H -5.136 0.855 -1.210
```

HOMO level, Eh: -0.328
Energy relative to the best compared isomer or geometry (same formula, charge and spin), kcal per mole: 73.2
SMILES: COc1ccc(-n2cnnc2SCC(=O)N(C)[C@@H]2CCS(=O)(=O)C2)cc1
Energy, eV: -52736.4982


Record 2
DFT (ωB97M-V with the def2-TZVPD basis set) results for a gas-phase ion, C3H7N4O (charge +1).

XYZ file:
```
15
C3H7N4O ωB97M-V with the def2-TZVPD basis set
O -4.525 0.544 -0.316
N -3.515 -0.038 -0.106
N -0.790 1.428 0.309
N -2.348 0.020 0.115
N 1.476 1.222 -0.131
C 0.225 0.722 -0.027
C -0.129 -0.691 -0.405
C -1.424 -1.023 0.377
H 1.853 2.114 0.153
H -1.957 -1.963 0.007
H -0.595 2.401 0.700
H 0.712 -1.416 -0.243
H -1.133 -1.116 1.489
H 2.324 0.801 -0.666
H -0.365 -0.798 -1.530
```

HOMO level (spin up / spin down), Eh: -0.519 / -0.519
Energy relative to the best compared isomer or geometry (same formula, charge and spin), kcal per mole: 120.8
SMILES: [H]/N=C(\N)CCN=[N+]=O
Energy, eV: -11220.7391
Charge: +1


Record 3
DFT (ωB97M-V with the def2-TZVPD basis set) results for 2 unconnected molecules or ions with the total composition C2H10N3O.

XYZ file:
```
16
C2H10N3O ωB97M-V with the def2-TZVPD basis set
O 3.284 -0.253 -0.362
N 0.548 0.491 0.522
N 0.063 -1.620 -0.358
N -1.514 0.115 -0.256
C -2.254 1.280 0.243
C -0.281 -0.347 -0.081
H 0.309 1.343 1.035
H 1.464 0.055 0.651
H -1.832 2.239 -0.101
H 0.819 -2.090 0.147
H -3.323 1.248 -0.030
H -2.187 -0.586 -0.578
H 3.390 -0.935 -1.063
H 4.204 -0.024 -0.097
H -0.520 -2.147 -1.013
H -2.171 1.232 1.342
```

HOMO level, Eh: -0.535
Energy relative to the best compared isomer or geometry (same formula, charge and spin), kcal per mole: 15.3
Energy, eV: -8748.4768
Charge: +1


Record 4
DFT (ωB97M-V with the def2-TZVPD basis set) results for 2 unconnected molecules or ions with the total composition C4H9N2Se.

XYZ file:
```
16
C4H9N2Se ωB97M-V with the def2-TZVPD basis set
Se 1.000 -5.041 2.986
N -0.444 0.244 -0.423
N -0.656 0.856 1.816
C -0.015 1.662 -0.312
C -0.895 -0.153 0.976
C 0.539 -0.676 -0.975
C -0.090 1.832 1.202
H 1.044 -1.034 -0.024
H 1.144 -0.077 -1.608
H -1.495 -0.971 1.066
H 0.120 -1.545 -1.368
H -0.571 2.307 -1.147
H 0.258 2.735 1.677
H 1.056 2.036 -0.544
H 2.090 -5.078 1.827
H -1.434 0.248 -0.912
```

HOMO level (spin up / spin down), Eh: -0.435 / -0.420
Energy relative to the best compared isomer or geometry (same formula, charge and spin), kcal per mole: 77.0
Energy, eV: -72608.7888
Charge: +1


Record 5
DFT (ωB97M-V with the def2-TZVPD basis set) results for a single C8H14N3O2P molecule.

XYZ file:
```
28
C8H14N3O2P ωB97M-V with the def2-TZVPD basis set
P -1.537 -0.119 1.594
O 3.253 2.219 0.461
O -0.577 0.582 -0.618
N -2.948 0.427 0.601
N -4.054 -0.319 0.309
N -4.142 1.706 -0.676
C -1.153 -1.861 -0.496
C -0.502 -0.655 0.108
C 0.617 1.283 -0.588
C 1.004 -0.815 0.287
C 2.974 0.853 0.427
C -4.742 0.508 -0.431
C 1.514 0.640 0.545
C -3.005 1.607 0.004
H 1.143 1.139 1.537
H 2.820 2.613 -0.344
H -2.240 -1.540 1.869
H -1.850 -1.467 -1.338
H 1.394 -1.128 -0.698
H -5.716 0.195 -0.867
H 3.569 0.554 1.264
H 3.506 0.407 -0.509
H 1.093 1.032 -1.497
H -0.398 -2.563 -1.033
H -2.242 2.389 0.172
H 1.354 -1.507 1.038
H 0.460 2.291 -0.474
H -1.789 -2.505 0.269
```

HOMO level, Eh: -0.343
Energy relative to the best compared isomer or geometry (same formula, charge and spin), kcal per mole: 13.8
SMILES: C[C@@]1(Pn2cncn2)C[C@@H](CO)CO1
Energy, eV: -26374.4385


Record 6
DFT (ωB97M-V with the def2-TZVPD basis set) results for a molecular structure, C4H5NO.

XYZ file:
```
11
C4H5NO ωB97M-V with the def2-TZVPD basis set
O -1.673 -0.614 1.298
N 0.668 0.636 1.144
C -0.953 -0.902 0.260
C -0.410 0.910 1.624
C 0.948 0.013 -1.246
C 0.178 -0.188 0.002
H -1.205 -1.754 -0.381
H -0.977 1.717 2.037
H 0.577 -0.690 -1.996
H 2.015 -0.155 -1.080
H 0.832 1.027 -1.662
```

HOMO level, Eh: -0.292
Energy relative to the best compared isomer or geometry (same formula, charge and spin), kcal per mole: 86.3
Energy, eV: -7762.7853


Record 7
DFT (ωB97M-V with the def2-TZVPD basis set) results for a single CH5N3 molecule.

XYZ file:
```
9
CH5N3 ωB97M-V with the def2-TZVPD basis set
N -0.719 0.054 0.041
N 0.612 1.804 1.088
N 0.298 0.798 0.347
C -0.321 -1.105 -0.684
H -0.137 2.409 1.595
H -0.954 -1.336 -1.617
H 0.748 -1.272 -0.824
H -0.723 -1.791 0.060
H 1.196 0.439 -0.007
```

HOMO level, Eh: -0.314
Energy relative to the best compared isomer or geometry (same formula, charge and spin), kcal per mole: 95.7
Energy, eV: -5584.8264


Record 8
DFT (ωB97M-V with the def2-TZVPD basis set) results for a gas-phase ion, C4H7N3 (charge +2).

XYZ file:
```
14
C4H7N3 ωB97M-V with the def2-TZVPD basis set
N -0.681 0.764 0.586
N 1.202 -0.663 0.822
N 0.326 -0.710 -1.344
C -0.517 -0.772 -2.251
C -0.371 1.350 1.917
C 0.304 0.259 1.236
C 1.241 -1.074 -0.496
H -1.008 1.200 2.691
H 2.196 -1.717 -0.928
H -1.494 0.540 0.151
H 0.075 2.319 2.012
H -1.448 -1.406 -1.942
H -0.667 -0.107 -3.170
H 2.084 -0.868 1.362
```

HOMO level, Eh: -0.750
Energy relative to the best compared isomer or geometry (same formula, charge and spin), kcal per mole: 40.3
SMILES: C=[N+]=C/[NH+]=C1/CN1
Energy, eV: -8709.0309
Charge: +2


Record 9
DFT (ωB97M-V with the def2-TZVPD basis set) results for a single C3H5NO4 molecule.

XYZ file:
```
13
C3H5NO4 ωB97M-V with the def2-TZVPD basis set
O -0.554 1.649 -0.035
O -0.335 -2.546 1.599
O 1.152 0.247 0.157
O 0.590 -1.066 0.176
N -0.540 -0.316 2.088
C 0.246 0.631 -2.080
C 0.204 0.918 -0.623
C -0.104 -1.390 1.444
H 1.115 1.146 -2.495
H 0.381 -0.438 -2.253
H -0.660 0.983 -2.567
H -1.031 -0.470 2.954
H -0.463 0.652 1.633
```

HOMO level, Eh: -0.395
Energy relative to the best compared isomer or geometry (same formula, charge and spin), kcal per mole: 69.3
SMILES: CC(=O)OOC(N)=O
Energy, eV: -12869.8717


Record 10
DFT (ωB97M-V with the def2-TZVPD basis set) results for 7 unconnected molecules or ions with the total composition C21H37N3O6.

XYZ file:
```
67
C21H37N3O6 ωB97M-V with the def2-TZVPD basis set
O -0.283 -1.772 -1.353
O 5.375 -0.739 -1.608
O -4.592 -0.341 3.396
O 6.592 -2.103 -0.461
O -1.739 -3.197 1.127
O 3.474 -1.803 2.573
N 5.948 -1.087 -0.589
N -2.165 0.328 -3.554
N 2.760 4.055 -1.250
C 1.294 -2.336 2.184
C -0.843 0.540 -3.773
C -2.693 -3.161 0.357
C -2.953 1.314 3.658
C 3.341 -3.347 0.829
C -2.733 1.476 -3.099
C -1.025 -0.002 0.093
C 1.405 4.065 -1.249
C -4.722 1.224 1.644
C 0.938 3.796 0.030
C -3.914 -2.382 0.641
C 2.054 3.839 0.856
C 1.422 -0.118 -1.066
C 5.807 -0.131 0.590
C -4.094 0.611 2.883
C -1.791 2.435 -3.101
C 2.710 -2.483 1.917
C -2.725 -3.873 -0.997
C 3.163 4.054 0.046
C -0.002 -0.728 -0.828
C -0.540 1.843 -3.568
H 4.208 4.141 0.298
H 1.207 0.954 -1.106
H -4.093 -1.533 0.028
H -1.886 -4.581 -1.125
H 6.822 0.245 0.696
H -2.710 0.698 4.495
H -3.954 1.885 1.180
H 1.992 -0.377 -0.209
H -3.458 2.316 3.959
H 3.291 4.513 -1.979
H 2.134 3.849 1.944
H 0.906 -3.280 2.649
H 5.082 0.555 0.217
H -1.926 -0.583 0.073
H -2.017 1.581 3.071
H -3.816 1.394 -2.816
H -1.035 0.970 -0.316
H -5.697 1.731 1.931
H -0.089 3.753 0.291
H 0.758 -2.101 1.303
H 0.443 2.309 -3.638
H 3.430 -4.356 1.199
H 0.836 4.113 -2.137
H -3.829 -2.063 1.668
H -1.927 3.490 -2.900
H 4.286 -2.896 0.625
H -0.246 -0.238 -4.179
H 2.815 -3.295 -0.130
H 1.115 -1.519 2.865
H -2.645 -0.538 -3.578
H -4.815 -3.007 0.526
H -0.599 0.051 1.108
H -2.669 -3.085 -1.792
H 1.852 -0.500 -1.960
H 5.553 -0.665 1.537
H -5.112 0.442 0.984
H -3.678 -4.350 -1.108
```

HOMO level, Eh: -0.310
Energy relative to the best compared isomer or geometry (same formula, charge and spin), kcal per mole: 170.7
SMILES: C[N+](=O)[O-].c1cc[nH]c1.c1cc[nH]c1.CC(C)=O.CC(C)=O.CC(C)=O.CC(C)=O
Energy, eV: -39127.5521